[1]
Entry from OMol25: 2 unconnected molecules or ions with the total composition C4H8O2 at a distorted geometry (ωB97M-V/def2-TZVPD).

**HOMO-LUMO gap**: 9.6 eV
**Total energy**: -8368.8463 eV
**E_HOMO**: -9.58 eV
**Energy relative to the best compared isomer or geometry (same formula, charge and spin)**: 102.28 kcal/mol
**Largest force on an atom**: 1.4 eV/A
**Net charge**: 0
**Lowest unoccupied orbital energy**: 0.032 eV

Atoms and positions in Å:
1 O 1.985 0.526 0.467
2 C 1.456 -0.171 -0.625
3 C 0.295 -1.011 -0.217
4 C -0.968 0.300 0.974
5 C -1.629 0.754 -0.240
6 O -1.460 0.176 -1.297
7 H 1.201 0.903 0.900
8 H 2.246 -0.839 -1.005
9 H 1.176 0.491 -1.463
10 H 0.436 -1.656 0.631
11 H -0.136 -1.565 -1.073
12 H -1.355 -0.623 1.383
13 H -0.986 1.057 1.808
14 H -2.261 1.658 -0.243

Charges in e, computed with Mulliken, in the same order as the atoms: number 1, O, carries -0.498; number 2, C, carries -0.228; number 3, C, carries -0.649; number 4, C, carries -1.159; number 5, C, carries 0.383; number 6, O, carries -0.493; number 7, H, carries 0.344; number 8, H, carries 0.315; number 9, H, carries 0.232; number 10, H, carries 0.381; number 11, H, carries 0.330; number 12, H, carries 0.260; number 13, H, carries 0.386; number 14, H, carries 0.394

=====

[2]
Entry from OMol25: a single C4H8O2 molecule (ωB97M-V/def2-TZVPD).

**Structure (SMILES)**: C[C@H]1OC[C@H]1O
**HOMO-LUMO gap**: 10.7 eV
**Total energy**: -8371.4320 eV
**E_HOMO**: -9.84 eV
**Energy relative to the best compared isomer or geometry (same formula, charge and spin)**: 42.66 kcal/mol
**Largest force on an atom**: 0.4 eV/A
**Net charge**: 0
**Lowest unoccupied orbital energy**: 0.899 eV

Atoms and positions in Å:
1 C 1.536 0.628 0.098
2 C 0.646 -0.590 -0.004
3 O -0.002 -0.908 1.246
4 C -1.275 -0.482 0.753
5 C -0.734 -0.378 -0.679
6 O -0.998 0.778 -1.420
7 H 0.974 1.500 0.452
8 H 2.347 0.441 0.809
9 H 1.968 0.867 -0.879
10 H 1.215 -1.455 -0.368
11 H -1.571 0.499 1.162
12 H -2.069 -1.208 0.957
13 H -1.017 -1.217 -1.317
14 H -1.022 1.527 -0.811

Charges in e, computed with Mulliken, in the same order as the atoms: number 1, C, carries -1.262; number 2, C, carries 0.445; number 3, O, carries -0.428; number 4, C, carries -0.382; number 5, C, carries -0.233; number 6, O, carries -0.540; number 7, H, carries 0.278; number 8, H, carries 0.346; number 9, H, carries 0.298; number 10, H, carries 0.310; number 11, H, carries 0.220; number 12, H, carries 0.251; number 13, H, carries 0.356; number 14, H, carries 0.342

=====

[3]
Entry from OMol25: 2 unconnected molecules or ions with the total composition C4H8O2 (ωB97M-V/def2-TZVPD).

**Structure (SMILES)**: OC1C=C1.CO
**HOMO-LUMO gap**: 10.5 eV
**Total energy**: -8369.0147 eV
**E_HOMO**: -9.60 eV
**Energy relative to the best compared isomer or geometry (same formula, charge and spin)**: 98.40 kcal/mol
**Largest force on an atom**: 0.6 eV/A
**Net charge**: 0
**Lowest unoccupied orbital energy**: 0.926 eV

Atoms and positions in Å:
1 O 0.843 0.651 2.015
2 C 0.081 1.473 1.160
3 C -0.131 1.110 -0.256
4 C -1.168 1.005 0.521
5 H 0.243 0.267 2.674
6 H 0.217 2.529 1.394
7 H 0.295 1.111 -1.245
8 H -2.231 0.861 0.607
9 C 0.324 -1.605 -1.488
10 O 0.820 -1.171 -0.246
11 H 0.966 -1.179 -2.267
12 H -0.710 -1.286 -1.689
13 H 0.369 -2.695 -1.551
14 H 0.082 -1.071 0.370

Charges in e, computed with Mulliken, in the same order as the atoms: number 1, O, carries -0.519; number 2, C, carries -0.129; number 3, C, carries -0.257; number 4, C, carries -0.524; number 5, H, carries 0.315; number 6, H, carries 0.343; number 7, H, carries 0.392; number 8, H, carries 0.338; number 9, C, carries -0.677; number 10, O, carries -0.442; number 11, H, carries 0.261; number 12, H, carries 0.297; number 13, H, carries 0.274; number 14, H, carries 0.328

=====

[4]
Entry from OMol25: a molecular structure, C4H8O2 at a distorted geometry (ωB97M-V/def2-TZVPD).

**HOMO-LUMO gap**: 9.8 eV
**Total energy**: -8368.7721 eV
**E_HOMO**: -8.97 eV
**Energy relative to the best compared isomer or geometry (same formula, charge and spin)**: 104.00 kcal/mol
**Largest force on an atom**: 4.1 eV/A
**Net charge**: 0
**Lowest unoccupied orbital energy**: 0.823 eV

Atoms and positions in Å:
1 O 2.058 0.909 -0.352
2 C 0.948 0.382 0.235
3 C -0.426 1.004 0.085
4 C -1.096 -0.367 -0.131
5 O -1.730 -0.708 -1.349
6 C 0.319 -0.994 -0.062
7 H 2.766 0.419 0.083
8 H 1.200 0.400 1.552
9 H -0.731 2.001 -0.245
10 H -0.073 0.974 1.176
11 H -1.751 -0.634 0.709
12 H -2.597 -0.283 -1.372
13 H 0.588 -1.377 -1.051
14 H 0.525 -1.725 0.720

Charges in e, computed with Mulliken, in the same order as the atoms: number 1, O, carries -0.485; number 2, C, carries 0.157; number 3, C, carries -0.794; number 4, C, carries 0.390; number 5, O, carries -0.564; number 6, C, carries -0.878; number 7, H, carries 0.366; number 8, H, carries 0.117; number 9, H, carries 0.423; number 10, H, carries 0.130; number 11, H, carries 0.287; number 12, H, carries 0.306; number 13, H, carries 0.274; number 14, H, carries 0.272

=====

[5]
Entry from OMol25: a single C4H8O2 molecule at a distorted geometry (ωB97M-V/def2-TZVPD).

**Structure (SMILES)**: COC1COC1
**HOMO-LUMO gap**: 10.4 eV
**Total energy**: -8369.1393 eV
**E_HOMO**: -9.38 eV
**Energy relative to the best compared isomer or geometry (same formula, charge and spin)**: 95.53 kcal/mol
**Largest force on an atom**: 2.8 eV/A
**Net charge**: 0
**Lowest unoccupied orbital energy**: 1.050 eV

Atoms and positions in Å:
1 C 1.746 -0.309 0.651
2 O 0.755 0.627 1.009
3 C -0.026 0.702 -0.111
4 C -0.584 -0.883 -0.649
5 O -1.767 -0.562 0.056
6 C -1.507 0.830 0.152
7 H 2.307 -0.576 1.555
8 H 1.060 -1.049 0.109
9 H 2.428 0.101 -0.114
10 H 0.467 1.305 -0.900
11 H -0.434 -1.990 -0.486
12 H -0.622 -0.796 -1.743
13 H -1.819 1.218 1.124
14 H -2.003 1.383 -0.653

Charges in e, computed with Mulliken, in the same order as the atoms: number 1, C, carries -0.434; number 2, O, carries -0.380; number 3, C, carries 0.038; number 4, C, carries -0.547; number 5, O, carries -0.398; number 6, C, carries -0.487; number 7, H, carries 0.242; number 8, H, carries 0.168; number 9, H, carries 0.247; number 10, H, carries 0.416; number 11, H, carries 0.365; number 12, H, carries 0.237; number 13, H, carries 0.283; number 14, H, carries 0.251

=====

[6]
Entry from OMol25: 2 unconnected molecules or ions with the total composition C4H8O2 at a distorted geometry (ωB97M-V/def2-TZVPD).

**HOMO-LUMO gap (spin up / spin down)**: 10.4 / 4.3 eV
**Total energy**: -8361.3399 eV
**Spin multiplicity**: 2
**E_HOMO (spin up / spin down)**: -14.38 / -12.96 eV
**Energy relative to the best compared isomer or geometry (same formula, charge and spin)**: 43.53 kcal/mol
**Largest force on an atom**: 1.1 eV/A
**Net charge**: +1
**Lowest unoccupied orbital energy (spin up / spin down)**: -3.965 / -8.653 eV

Atoms and positions in Å:
1 C -1.694 0.483 -1.049
2 C -1.806 -0.470 -0.080
3 O -2.636 -0.259 0.939
4 H -0.812 0.477 -1.670
5 H -2.450 1.255 -1.124
6 H -1.367 -1.470 -0.051
7 H -2.143 -0.277 1.776
8 C 1.804 1.086 0.186
9 C 1.730 -0.243 0.411
10 O 1.787 -1.109 -0.609
11 H 2.055 1.714 1.026
12 H 1.787 1.455 -0.831
13 H 1.561 -0.705 1.381
14 H 2.185 -1.937 -0.306

Charges in e, computed with Mulliken, in the same order as the atoms: number 1, C, carries -0.525; number 2, C, carries 0.154; number 3, O, carries -0.417; number 4, H, carries 0.313; number 5, H, carries 0.282; number 6, H, carries 0.429; number 7, H, carries 0.386; number 8, C, carries -0.633; number 9, C, carries 0.111; number 10, O, carries -0.422; number 11, H, carries 0.275; number 12, H, carries 0.286; number 13, H, carries 0.382; number 14, H, carries 0.378

=====

[7]
Entry from OMol25: 2 unconnected molecules or ions with the total composition C4H8O2 at a distorted geometry (ωB97M-V/def2-TZVPD).

**HOMO-LUMO gap (spin up / spin down)**: 9.7 / 7.4 eV
**Total energy**: -8362.5692 eV
**Spin multiplicity**: 2
**E_HOMO (spin up / spin down)**: -15.03 / -15.22 eV
**Energy relative to the best compared isomer or geometry (same formula, charge and spin)**: 15.18 kcal/mol
**Largest force on an atom**: 3.5 eV/A
**Net charge**: +1
**Lowest unoccupied orbital energy (spin up / spin down)**: -5.343 / -7.780 eV

Atoms and positions in Å:
1 C -1.142 0.925 0.186
2 C -0.309 -0.181 0.357
3 O 0.668 -0.522 -0.477
4 C -0.699 -1.194 1.288
5 C 0.088 -2.242 1.647
6 H -0.758 1.784 -0.351
7 H -2.098 0.998 0.685
8 H 0.834 0.327 -0.937
9 H -1.734 -1.133 1.611
10 H 0.926 -2.463 0.991
11 H 0.184 -2.640 2.650
12 H 2.015 1.968 -2.179
13 H 0.866 2.619 -2.887
14 O 1.160 1.752 -2.583

Charges in e, computed with Mulliken, in the same order as the atoms: number 1, C, carries -0.818; number 2, C, carries 1.160; number 3, O, carries -0.334; number 4, C, carries -0.281; number 5, C, carries -0.580; number 6, H, carries 0.327; number 7, H, carries 0.303; number 8, H, carries 0.270; number 9, H, carries 0.311; number 10, H, carries 0.310; number 11, H, carries 0.317; number 12, H, carries 0.344; number 13, H, carries 0.332; number 14, O, carries -0.662

=====

[8]
Entry from OMol25: a molecular structure, C4H8O2Pd at a distorted geometry (ωB97M-V/def2-TZVPD).

**HOMO-LUMO gap (spin up / spin down)**: 6.7 / 7.4 eV
**Total energy**: -11836.4456 eV
**Spin multiplicity**: 4
**E_HOMO (spin up / spin down)**: -11.36 / -15.10 eV
**Largest force on an atom**: 16.9 eV/A
**Net charge**: +1
**Lowest unoccupied orbital energy (spin up / spin down)**: -4.704 / -7.736 eV

Atoms and positions in Å:
1 H 0.592 2.626 0.422
2 C 0.000 0.929 -0.883
3 C 0.688 1.549 0.228
4 O 1.584 0.891 0.962
5 Pd 2.186 -0.560 0.844
6 H -1.057 0.767 -0.620
7 H 0.297 1.363 -1.847
8 O 1.931 -2.440 -0.868
9 C 1.499 -1.294 -1.607
10 C 0.151 -0.886 -1.075
11 H 2.712 -2.825 -1.277
12 H 1.448 -1.493 -2.689
13 H 2.253 -0.524 -1.369
14 H 0.017 -1.201 -0.030
15 H -0.664 -1.185 -1.748

Charges in e, computed with Mulliken, in the same order as the atoms: number 1, H, carries 0.427; number 2, C, carries -0.460; number 3, C, carries -0.171; number 4, O, carries -0.726; number 5, Pd, carries 1.151; number 6, H, carries 0.312; number 7, H, carries 0.335; number 8, O, carries -0.509; number 9, C, carries -0.691; number 10, C, carries -0.817; number 11, H, carries 0.327; number 12, H, carries 0.350; number 13, H, carries 0.552; number 14, H, carries 0.535; number 15, H, carries 0.386